[1]
The ion C21H36NO4S with charge +1. Source: the OMol25 dataset; level of theory: ωB97M-V/def2-TZVPD.

XYZ file:
```
63
Properties=species:S:1:pos:R:3:forces:R:3:lowdin_charge:R:1
S -5.3084 1.0801 2.1229 0.5 0.6 1.0 0.705
O -6.5629 -2.8163 -3.1660 0.2 -0.2 0.3 0.197
O -6.1647 -4.4333 -1.6743 -0.3 0.1 -0.2 0.163
O -4.7469 0.3376 3.1963 -0.2 -0.1 -0.1 -0.221
O -4.6071 2.1596 1.5259 -0.2 -0.1 -0.3 -0.230
N -5.5655 -0.1536 0.8486 -0.1 0.1 -0.3 -0.019
C 0.7143 1.2157 -1.1677 0.1 0.0 0.3 -0.210
C -1.7857 1.3199 -1.7402 0.2 0.0 0.2 -0.195
C 2.9734 2.4132 -0.8421 -0.2 -0.3 -0.2 -0.201
C 6.7883 -2.1119 0.0138 0.0 0.3 0.1 -0.201
C -3.2165 0.1608 0.0378 0.2 0.3 0.1 -0.114
C -6.7645 -0.7805 0.8103 0.0 0.2 0.4 -0.037
C -6.2991 -3.1505 -2.0508 0.0 0.1 -0.5 -0.477
C -7.0247 -1.7433 -0.0959 -0.1 -0.6 -0.6 0.048
C 6.7949 -2.2096 2.5732 -0.3 -0.4 -0.1 -0.107
C -4.8069 -1.4630 -0.9427 -0.1 -0.3 -0.4 0.095
C 6.0510 -2.5484 1.2800 0.2 -0.3 0.1 -0.278
C -0.6096 1.9493 -0.9685 0.1 0.2 -0.5 -0.204
C -6.9445 1.6251 2.5106 -0.2 -0.7 -0.4 -0.104
C -4.5605 -0.4816 -0.0040 0.2 0.3 0.4 -0.158
C 5.6745 0.2496 0.3567 0.2 0.5 -0.2 -0.220
C -3.0966 1.3537 -0.9491 0.2 0.2 -0.1 -0.171
C 1.8100 1.6535 -0.1788 0.4 0.0 -0.1 -0.199
C -6.0234 -2.1011 -1.0038 -0.3 -0.2 0.2 -0.059
C 5.3861 1.5691 -0.3928 0.0 -0.5 0.0 -0.195
C 4.1320 1.5023 -1.2927 0.3 0.5 0.0 -0.200
C 6.6297 -0.6326 -0.4402 0.0 -0.4 0.0 -0.197
H -2.4884 -0.5999 -0.2388 -0.1 -0.1 -0.1 0.131
H -2.9535 0.4792 1.0432 0.0 -0.1 0.0 0.112
H 6.3221 -0.6304 -1.4886 -0.1 0.1 0.0 0.106
H 6.2499 1.7797 -1.0248 0.1 0.2 0.1 0.104
H 5.3062 2.3875 0.3214 -0.1 0.1 0.0 0.101
H 0.5527 0.1383 -1.0795 -0.1 0.0 0.0 0.104
H -1.9201 1.8387 -2.6877 0.0 0.0 -0.1 0.116
H -7.9882 -2.2308 -0.1115 -0.1 0.0 0.0 0.148
H 7.7765 -2.6833 2.5526 0.2 0.2 0.0 0.073
H 4.7219 -0.2491 0.5313 0.0 -0.1 0.2 0.092
H 5.9690 -3.6381 1.2476 -0.1 0.0 0.0 0.101
H -3.9533 1.4035 -1.6232 -0.1 -0.2 0.0 0.120
H -6.8125 2.6120 2.9419 0.0 0.0 0.1 0.095
H 1.0680 1.3926 -2.1851 0.0 -0.1 -0.1 0.115
H -4.0158 -1.7191 -1.6326 0.1 0.0 0.0 0.161
H 3.8046 0.4628 -1.3594 -0.1 0.0 -0.1 0.106
H -1.5176 0.2882 -1.9830 -0.1 -0.1 -0.1 0.103
H 2.5824 2.9281 -1.7226 -0.1 0.2 0.1 0.102
H 6.5066 -2.7668 -0.8103 -0.1 0.0 0.0 0.099
H 1.3948 2.2572 0.6293 -0.2 0.0 0.0 0.103
H 6.1363 0.4919 1.3141 -0.2 -0.2 0.2 0.102
H -3.1163 2.2734 -0.3690 -0.2 0.0 0.0 0.100
H -7.3973 0.9083 3.1888 0.0 0.2 0.3 0.084
H -6.3986 -4.5854 -0.7499 0.3 0.0 0.1 0.133
H -0.4765 2.9651 -1.3495 0.0 0.1 0.2 0.121
H -7.5129 -0.5096 1.5328 0.1 0.1 0.1 0.127
H 7.6139 -0.1629 -0.4214 0.0 0.1 0.0 0.109
H 5.0266 -2.1797 1.3201 0.0 0.1 -0.1 0.089
H 3.3596 3.1813 -0.1743 0.0 0.0 0.0 0.101
H 4.4267 1.8061 -2.2973 0.0 -0.1 -0.1 0.103
H -7.5353 1.6759 1.5988 0.0 0.3 0.0 0.085
H 2.2263 0.7594 0.2889 0.0 0.0 0.2 0.101
H 6.8982 -1.1390 2.7317 0.1 0.1 0.1 0.061
H -0.8402 2.0569 0.0935 0.0 -0.2 0.1 0.109
H 6.2682 -2.6551 3.4179 0.0 0.2 0.1 0.068
H 7.8493 -2.3008 0.1885 0.0 -0.1 -0.1 0.102
```
Positions in Å, forces in eV/Å.

As for the molar mass: 398.6 g mol⁻¹. Its SMILES is CCCCCCCCCCCCCCc1cc(C(=O)O)cc[n+]1S(C)(=O)=O. For the gap between HOMO and LUMO, the calculation gives 7.1202 eV. For the HOMO energy, the calculation gives -11.9 eV. Its total charge is +1.

---

[2]
A cluster of 7 separate species, C21H36O21 in total. Source: the OMol25 dataset; level of theory: ωB97M-V/def2-TZVPD.

XYZ file:
```
78
Properties=species:S:1:pos:R:3:forces:R:3:lowdin_charge:R:1
O -21.0524 14.0418 17.9455 -2.0 0.6 0.5 0.084
O -9.7928 22.5174 2.8494 -4.0 0.2 2.6 0.022
O -11.9598 14.1272 10.1144 2.0 1.8 -0.7 -0.037
O -22.6010 12.4890 10.4249 0.5 0.7 -0.1 -0.008
O -20.0793 13.8624 15.9337 -0.1 -0.9 1.4 0.152
O -9.6430 14.4400 9.5553 -6.0 2.2 1.3 0.049
O -18.4816 18.7690 10.8652 0.7 -0.4 -1.8 -0.037
O -18.0084 16.8061 9.6286 -0.4 0.2 1.1 0.128
O -7.7637 22.4066 2.7637 1.6 -0.7 -1.4 0.006
O -10.9705 16.1398 10.3564 0.5 -1.0 -0.9 0.000
O -21.3805 10.8424 9.6972 2.0 -0.5 -2.3 0.044
O -17.3177 18.8102 8.9947 0.3 0.9 -0.8 -0.012
O -16.8580 14.2582 3.1996 -0.8 -4.0 2.4 0.110
O -19.2339 12.9252 17.8232 1.6 -1.5 -0.2 0.072
O -8.9878 22.2053 0.7528 0.7 0.4 4.0 0.060
O -23.3402 20.9187 17.7455 -0.8 1.7 -0.7 0.091
O -16.3712 16.1641 2.4694 1.8 3.2 -0.6 0.107
O -22.8574 19.2208 16.4766 0.7 -1.5 -0.3 0.048
O -22.4967 10.5953 11.6358 1.0 0.8 -1.6 0.080
O -18.4954 15.7277 2.6686 2.0 -1.4 0.8 0.123
O -21.5904 19.6541 18.3232 -1.0 -0.1 -0.6 0.156
C -8.8669 22.3614 2.0031 1.2 -0.7 -4.5 -0.617
C -21.0568 9.4645 9.4643 -0.2 -1.6 0.3 -0.027
C -22.5246 19.9030 17.6113 1.8 -1.2 -0.1 -0.594
C -15.4880 14.3816 3.5187 0.2 -0.8 -1.3 -0.094
C -12.2192 16.8065 10.2622 -0.5 0.5 0.1 -0.042
C -17.9237 17.9856 9.8435 -1.2 0.3 -0.2 -0.559
C -15.1785 15.4778 2.5441 2.6 -0.3 0.4 -0.150
C -24.0894 19.7354 15.9418 1.1 -0.9 0.2 -0.130
C -22.1208 11.2545 10.6576 -3.6 -0.9 4.0 -0.614
C -17.3267 15.3754 2.8226 -5.7 2.7 -1.7 -0.659
C -19.2925 18.1423 11.8704 1.1 -1.5 -0.2 -0.043
C -20.9928 13.3602 19.1810 -0.8 -0.9 0.7 -0.129
C -23.5608 13.1143 11.3331 0.7 -0.5 0.6 -0.024
C -11.1947 22.3323 2.5057 0.5 -0.1 -0.8 0.008
C -19.7069 12.5809 19.1258 0.3 0.2 0.0 -0.116
C -10.8031 14.9081 9.8944 3.8 -3.4 0.3 -0.445
C -16.9433 18.3999 7.6361 0.2 0.4 0.1 -0.019
C -23.9331 21.1033 16.4368 -2.6 1.1 1.0 -0.128
C -11.9204 12.7860 9.7243 0.0 -2.2 -0.5 -0.093
C -20.1558 13.5664 17.1012 1.1 1.6 -1.2 -0.584
C -6.5047 22.1689 2.0875 0.5 0.7 -0.1 -0.031
H -24.9215 19.2064 16.4065 0.0 0.0 -0.1 0.137
H -12.6038 12.1992 10.3380 -0.2 0.5 0.2 0.093
H -24.9616 21.4043 16.6360 0.2 1.1 -0.1 0.136
H -11.8345 22.1531 3.3698 0.8 0.2 0.4 0.091
H -5.8664 21.4520 2.6038 -0.6 -0.3 0.3 0.088
H -16.2578 17.5552 7.5673 -0.1 -0.1 0.6 0.086
H -12.5048 17.0041 9.2290 0.4 0.2 -0.2 0.095
H -14.3551 16.0179 3.0115 -0.1 0.8 -0.7 0.137
H -20.0373 18.7804 12.3460 0.3 0.5 -0.6 0.090
H -20.0867 9.2605 9.0112 0.1 1.3 -0.2 0.091
H -23.3904 21.7578 15.7548 0.2 0.1 0.5 0.144
H -11.5431 23.2313 1.9973 0.0 -0.2 -0.2 0.099
H -23.3371 13.0432 12.3976 0.5 -0.9 -0.1 0.087
H -18.5780 17.7954 12.6169 -0.3 -0.1 0.3 0.095
H -13.0776 16.2744 10.6722 0.4 -0.1 0.5 0.094
H -12.2100 12.5940 8.6911 -0.3 0.6 -0.2 0.091
H -21.8088 12.6414 19.2565 -0.4 0.4 0.0 0.130
H -5.9343 23.0973 2.1178 -0.2 0.2 -0.1 0.088
H -24.1511 19.6728 14.8553 0.3 -0.3 0.1 0.140
H -10.9826 12.2354 9.7980 0.5 0.8 0.4 0.092
H -11.9795 17.7272 10.7941 -0.7 0.0 -0.1 0.103
H -23.4905 14.1972 11.2306 -0.3 -0.2 -1.0 0.089
H -24.5412 12.6610 11.1868 0.0 0.4 -0.3 0.096
H -15.2938 14.6674 4.5525 -0.3 -0.2 0.1 0.140
H -16.4465 19.2683 7.2035 0.2 0.1 0.5 0.087
H -21.0186 8.7818 10.3131 -0.4 0.8 0.8 0.092
H -11.2658 21.4367 1.8885 -0.1 0.3 -0.3 0.096
H -19.7668 17.2646 11.4312 -0.2 0.0 0.1 0.089
H -21.7774 8.9749 8.8091 -0.3 0.6 -0.2 0.095
H -21.0014 14.0144 20.0527 -0.2 0.4 -0.5 0.134
H -17.7527 18.2263 6.9269 -0.6 -0.2 0.7 0.094
H -19.7959 11.4987 19.2209 -0.2 0.1 -0.2 0.130
H -19.0839 12.9202 19.9533 0.7 0.1 -0.6 0.128
H -15.0364 13.4375 3.2139 0.2 0.1 0.5 0.142
H -6.5994 21.8754 1.0420 -0.5 0.0 0.2 0.089
H -14.9130 15.1164 1.5506 0.2 0.0 0.0 0.143
```
Positions in Å, forces in eV/Å.

As for the molar mass: 624.5 g mol⁻¹. Its energy relative to the best compared isomer or geometry (same formula, charge and spin) is 104.6 kcal/mol. Its SMILES is COC(=O)OC.COC(=O)OC.COC(=O)OC.COC(=O)OC.O=C1OCCO1.O=C1OCCO1.O=C1OCCO1. For the gap between HOMO and LUMO, the calculation gives 10.2707 eV. For the HOMO energy, the calculation gives -10.3 eV.

---

[3]
A structure of composition C21H37B4ClCs2F10Li2N3O21. Source: the OMol25 dataset; level of theory: ωB97M-V/def2-TZVPD.

XYZ file:
```
101
Properties=species:S:1:pos:R:3:forces:R:3:lowdin_charge:R:1
Cs -7.8166 -0.7349 3.8250 2.9 0.1 8.8 1.583
Cs 2.8717 1.1349 -0.3636 -1.0 -10.2 5.5 1.647
Cl -3.2593 -1.7476 -2.4011 -0.7 -1.8 -0.6 0.655
F -7.0399 0.0498 -1.8264 0.3 2.0 2.0 0.111
F 8.0038 -1.0301 3.2445 0.2 -0.8 -0.8 0.103
F -8.8417 -0.5299 2.0151 -2.7 1.0 -8.6 -0.529
F -9.1027 -1.0356 -0.1999 2.2 1.6 1.8 0.096
F -6.9319 1.4872 1.5554 -1.4 -1.7 -2.7 0.029
F -8.8213 1.7244 0.3162 2.3 -1.4 -0.1 0.084
F 8.4552 -3.3174 3.3613 -0.1 1.0 -0.9 0.119
F -7.1173 3.6030 -0.9475 -0.4 -2.1 -0.9 0.049
F -5.4276 1.0570 -0.6083 -2.4 0.3 -0.4 0.092
F -8.1552 2.3278 -2.6180 1.6 0.4 2.3 0.045
O 5.3460 0.8898 -2.2782 -3.5 -4.2 -1.9 -0.040
O -3.3484 -3.0653 -1.8255 1.2 0.9 -1.7 -0.354
O 7.4187 -2.4327 1.4140 0.3 0.1 -1.3 0.229
O -4.3369 -1.5510 -3.3416 0.4 0.3 0.3 -0.344
O -1.4043 4.3179 -1.4260 0.2 0.1 0.1 0.049
O -3.3621 -0.7695 -1.3371 0.5 1.0 0.6 -0.414
O 3.6963 3.5452 -3.1090 0.2 -0.4 0.9 0.055
O 7.5771 -2.5140 -0.8179 0.0 0.3 -0.6 0.077
O 10.3643 -1.9383 -0.2925 -0.6 0.0 -0.2 0.127
O -1.8242 -3.3290 1.6854 1.8 2.7 0.5 0.269
O -1.9829 -1.5815 -3.0797 0.4 0.4 0.2 -0.407
O -1.9442 -1.5557 3.3837 1.6 1.2 -3.3 0.209
O 3.7402 -0.9538 -2.1863 2.6 2.9 -2.2 -0.209
O -0.9580 6.3042 -0.6848 0.0 -0.5 -0.2 0.080
O 9.6896 -1.9631 1.8475 -0.5 -0.1 -1.1 0.242
O -6.4562 -1.9409 2.1512 0.0 0.3 -2.4 -0.536
O 2.9981 2.9434 -1.1703 0.5 9.6 -3.6 -0.761
O 0.0963 1.3600 3.5133 -1.4 0.1 -0.4 -0.152
O 0.1745 -1.8279 2.1859 -2.6 0.9 -0.8 0.207
O -4.6593 -3.1988 0.1610 -0.2 -2.2 -3.5 -0.404
O 4.9208 3.9106 -1.3752 0.3 1.0 1.0 -0.098
N 3.8709 3.4687 -1.8918 0.0 1.6 -2.9 -0.608
N 7.5631 -0.6105 -4.0223 0.2 -0.1 0.0 0.336
N -0.9031 5.4246 -1.5223 0.0 0.3 0.2 -0.449
C -0.1613 5.7175 -2.7767 0.1 0.2 -0.2 0.053
C 1.3963 -3.1569 -0.3680 0.1 -0.8 0.0 -0.170
C 3.8874 -2.2727 -0.0603 0.3 0.2 -1.2 -0.141
C -7.0492 2.4497 -1.7415 0.8 0.6 -1.8 -0.183
C -1.1060 3.6047 3.2172 -1.3 -0.4 0.5 -0.234
C -1.5748 4.9161 4.0433 -0.2 -1.2 -0.9 -0.103
C -8.1317 -0.5708 0.7098 0.1 -1.7 0.0 -0.238
C 4.5373 0.0596 -2.8567 1.7 1.5 0.6 -0.411
C -0.5103 2.4852 4.1824 0.5 2.1 0.6 -0.209
C -6.9421 -1.6713 0.8081 -0.6 -1.0 -0.9 -0.088
C -6.7873 1.1095 -0.9278 0.7 -0.7 -0.7 -0.264
C 8.0813 -2.3610 0.2744 -2.5 -0.6 0.4 -0.404
C 2.9691 -3.5581 -0.2860 -0.8 0.6 0.6 -0.163
C 0.5275 -4.0044 0.7040 0.1 0.9 0.2 -0.045
C 9.4989 -2.0680 0.5409 3.0 0.6 0.9 -0.418
C -5.2291 -2.7790 2.1064 -0.2 0.2 3.1 -0.209
C -4.0358 -1.7946 1.7600 0.3 1.2 1.3 -0.073
C -0.8081 0.7027 2.6122 -0.3 -0.4 0.2 -0.089
C 4.5920 -1.9348 -1.4902 0.9 -0.9 1.5 -0.149
C -7.6409 0.9412 0.4048 -1.8 0.9 1.3 -0.176
C 4.3724 0.1643 -4.4522 -1.6 -0.7 0.9 0.037
B -0.8143 -0.9292 2.7228 -0.5 -2.3 1.8 -0.376
B -0.4413 -2.9961 1.5623 -0.2 -1.7 -0.1 -0.387
B -2.5887 -2.2747 2.2644 -1.0 -0.6 0.5 -0.392
B 8.3871 -2.1864 2.5042 0.0 -0.1 3.0 -1.001
Li -0.3761 0.9089 -0.2097 -1.0 -0.4 -0.5 0.743
Li 5.0308 5.9125 -0.6875 0.1 -0.9 -0.3 0.910
H -2.4854 4.5944 4.6578 1.4 0.7 -0.7 0.087
H -3.9715 -3.6824 -0.2730 0.1 -0.3 -0.6 -0.049
H 0.2278 6.7319 -2.7242 -0.1 -0.1 0.1 0.098
H 0.6506 4.9953 -2.8548 -0.2 -0.1 -0.1 0.090
H -0.8617 5.6152 -3.6039 0.1 -0.1 0.1 0.111
H -7.3804 -2.6579 0.4212 0.5 1.5 0.2 0.170
H -3.9655 -1.5186 0.6539 -0.2 -0.6 1.6 0.095
H -5.3417 -3.6449 1.3636 0.2 1.2 0.9 0.085
H -0.0604 -4.8240 0.1924 0.6 1.0 0.7 0.123
H 3.2571 -1.3446 0.2510 1.0 -2.1 -0.6 0.002
H -2.0797 3.1763 2.7872 1.4 0.7 0.3 0.105
H 5.6627 -1.5680 -1.3700 -1.5 -0.2 0.0 0.095
H -0.4401 3.8702 2.3387 -0.5 -0.3 1.2 0.105
H 4.6582 -2.3988 0.7740 -0.8 0.0 -1.4 0.126
H 0.3326 2.9890 4.7754 -1.0 -1.0 -0.8 0.139
H -4.2612 -0.8030 2.3098 0.4 -1.0 0.0 0.111
H -6.1464 2.5906 -2.4292 -1.2 -0.3 1.0 0.187
H -1.2937 2.2013 4.9610 0.8 0.0 -1.2 0.147
H 4.1225 1.2329 -4.7494 0.7 -1.3 0.5 0.104
H 1.0155 -3.3540 -1.4304 0.4 0.2 1.6 0.126
H -0.7512 5.3142 4.7086 -1.0 -0.3 -0.8 0.076
H 6.9344 -0.1290 -3.3640 0.1 0.1 0.1 0.102
H -0.4600 0.9508 1.5390 -0.3 0.2 0.9 0.044
H 7.3447 -0.3227 -4.9780 0.1 0.0 0.1 0.142
H 3.1802 -4.2579 0.5892 -0.6 0.8 -1.3 0.117
H -1.8970 1.0414 2.7267 1.6 -0.4 -0.3 0.148
H 4.6485 -2.8434 -2.1829 -0.3 1.2 1.1 0.141
H 1.2419 -2.0283 -0.2071 0.4 -1.5 0.0 0.076
H 1.2332 -4.4836 1.4729 -0.9 0.6 -1.1 0.118
H 7.4392 -1.6245 -3.9320 0.1 0.0 0.2 0.167
H -1.9200 5.6589 3.2520 0.5 -0.7 1.3 0.079
H 3.1881 -4.1162 -1.2518 0.2 0.8 1.3 0.113
H 8.5346 -0.3664 -3.8053 0.0 -0.1 0.1 0.171
H -5.1425 -3.2163 3.1633 -0.1 1.1 -0.6 0.124
H 5.2698 -0.2429 -5.0083 -1.1 0.6 0.8 0.069
H 3.4841 -0.4996 -4.7277 1.3 0.9 0.2 0.114
H -6.1432 -1.3704 0.0599 -0.6 -0.5 1.0 0.135
```
Positions in Å, forces in eV/Å.

As for the molar mass: 1215.9 g mol⁻¹. Its energy relative to the best compared isomer or geometry (same formula, charge and spin) is 184.2 kcal/mol. For the gap between HOMO and LUMO, the calculation gives 1.3897 eV. For the HOMO energy, the calculation gives -6.4 eV. Its total charge is +1.